{
  "formula": "C3H11NO3S",
  "method": "the ωB97M-V functional and the def2-TZVPD basis",
  "total_energy_ha": -799.44595,
  "homo_ev": -9.3,
  "gap_ev": 9.7,
  "total_charge": 0,
  "lumo_ev": 0.39,
  "multiplicity": 1,
  "smiles": "N[C@H](C=O)CS.O.O",
  "symbols": ["O", "C", "H", "C", "H", "H", "O", "H", "H", "S", "C", "H", "H", "H", "H", "N", "H", "O", "H"],
  "positions_angstrom": [[-0.122645, 3.077742, -0.295006], [0.113586, -0.194134, -0.017179], [0.258732, 2.767007, 1.449486], [1.352364, -1.707120, -1.406152], [-0.851570, 3.412971, -0.282793], [-0.474810, -2.381781, -0.496532], [-0.199556, 2.638771, 2.313988], [1.868464, -2.454852, 1.070598], [-1.746000, 0.665134, 1.598266], [-1.626020, 0.249426, 0.174787], [0.343251, -1.674165, -0.237591], [0.476700, -3.221799, 1.035410], [0.385721, 2.853416, -1.084370], [0.602984, 0.277976, -0.884805], [2.485921, -1.397467, -1.303317], [0.912674, -2.299424, 1.030254], [-0.805940, 1.916212, 2.186950], [1.069598, -1.816536, -2.562961], [0.593006, -0.078961, 1.020104]],
  "forces_ev_per_angstrom": [[14.6, -6.4, 0.5], [0.2, -0.4, 1.9], [-0.8, -0.2, 0.7], [1.9, 0.9, -0.4], [-13.1, 6.0, -1.0], [0.0, 1.3, -0.2], [0.9, 0.6, 0.0], [2.3, 0.1, -0.3], [0.5, -1.1, -2.6], [-0.9, 0.7, 1.9], [2.0, -2.2, 0.5], [0.4, 0.2, 0.5], [-1.3, 0.6, 0.0], [-0.4, 0.9, 0.8], [-1.5, -0.6, 1.1], [-3.5, -0.1, -1.0], [-0.1, -0.1, -0.2], [-1.0, -0.6, -0.4], [-0.3, 0.7, -1.9]],
  "nbo_charge": [-0.938, -0.571, 0.495, 0.413, 0.460, 0.229, -0.962, 0.360, 0.125, -0.017, -0.169, 0.361, 0.499, 0.220, 0.113, -0.834, 0.447, -0.517, 0.285]
}



{
  "formula": "C4H5NO",
  "method": "the ωB97M-V functional and the def2-TZVPD basis",
  "total_energy_ha": -285.31759,
  "homo_ev": -9.8,
  "gap_ev": 10.3,
  "total_charge": 0,
  "lumo_ev": 0.45,
  "multiplicity": 1,
  "smiles": "C=CC#N.C=O",
  "symbols": ["C", "H", "C", "H", "O", "H", "C", "C", "H", "H", "N"],
  "positions_angstrom": [[-2.073704, 2.341472, 0.695231], [1.575599, -0.940791, 1.942281], [1.286875, 0.311557, 0.098089], [3.391286, -0.887843, -0.541444], [-2.393648, 1.548018, -0.124607], [3.644045, -1.889875, 1.098532], [1.880062, -0.687155, 0.842443], [3.023794, -1.179731, 0.427157], [-2.603147, 3.305187, 1.043501], [-1.081301, 2.133001, 1.166841], [1.086152, 1.305369, -0.436888]],
  "forces_ev_per_angstrom": [[1.6, 0.8, 1.3], [0.0, 0.6, -2.4], [-0.5, 1.7, -0.4], [0.3, -0.2, -0.2], [-1.4, -0.2, -0.9], [-1.1, 1.3, -1.4], [0.1, -1.9, 3.9], [1.8, -1.8, 0.9], [0.1, -1.2, -0.7], [-0.3, 0.6, 0.3], [-0.7, 0.3, -0.5]],
  "nbo_charge": [0.281, 0.249, 0.241, 0.210, -0.490, 0.215, -0.343, -0.283, 0.106, 0.103, -0.289]
}



{
  "formula": "C14H15BMoN7O",
  "method": "the ωB97M-V functional and the def2-TZVPD basis",
  "total_energy_ha": -1093.53382,
  "homo_ev": [-15.2, -15.0],
  "gap_ev": [7.5, 7.6],
  "total_charge": 2,
  "lumo_ev": [-7.68, -7.43],
  "multiplicity": 2,
  "symbols": ["H", "C", "C", "H", "H", "N", "Mo", "H", "N", "O", "H", "H", "H", "C", "H", "C", "C", "C", "C", "N", "C", "C", "C", "H", "H", "H", "H", "N", "N", "N", "N", "H", "H", "C", "C", "C", "B", "C", "H"],
  "positions_angstrom": [[-0.175600, -2.517255, 4.415069], [-3.506860, 1.657372, 0.379786], [0.122303, 1.488009, -1.692696], [1.980504, 2.963117, 0.543356], [2.717417, 0.698643, 1.813225], [2.012382, -1.678050, -0.669995], [-0.024941, -1.441280, -0.701240], [5.097524, -2.358059, -1.541955], [0.412038, 0.507022, -0.816976], [-1.840252, -1.022084, -1.363962], [-3.549182, 2.059754, 1.381689], [-1.011161, -3.277113, 1.934407], [-3.302318, 0.020040, -3.065679], [0.950124, -1.017424, 3.232865], [4.791282, -0.489019, 0.432353], [-4.258910, 2.206490, -0.653090], [4.182499, -1.988543, -1.113452], [0.704553, 2.670740, -1.269376], [1.378759, 2.341040, -0.099684], [2.738198, -0.868066, 0.145674], [0.085333, -2.082415, 3.466124], [-4.202546, 1.617904, -1.908674], [-2.706548, 0.569424, 0.128364], [-2.121098, 0.073993, 0.889402], [-4.793485, 1.995110, -2.730781], [0.664441, 3.628793, -1.757695], [-0.468488, 1.290328, -2.573102], [1.006206, -0.781201, 1.920283], [1.180276, 1.046984, 0.165047], [-2.641828, 0.044070, -1.111100], [0.218455, -1.683469, 1.274278], [1.513364, -0.422009, 3.933686], [2.547731, -3.075263, -2.167102], [-3.385800, 0.528821, -2.115726], [4.037992, -1.040791, -0.106779], [-0.352373, -2.469037, 2.212914], [1.992867, 0.089728, 1.101812], [2.891012, -2.356425, -1.438976], [-4.883865, 3.070102, -0.472300]],
  "forces_ev_per_angstrom": [[0.0, 0.0, 0.0], [-0.1, 0.1, -0.1], [0.1, 0.1, 0.1], [0.0, -0.1, 0.0], [0.1, 0.1, 0.0], [0.5, -0.1, -0.5], [-0.5, -1.2, -0.8], [0.0, 0.0, 0.0], [0.2, 0.8, 0.5], [-0.3, -0.1, 0.0], [0.0, 0.0, 0.0], [-0.1, 0.0, 0.0], [0.1, -0.1, 0.1], [-0.1, 0.0, -0.1], [-0.1, 0.0, 0.1], [0.1, -0.1, 0.0], [-0.1, -0.1, -0.1], [0.0, -0.1, -0.1], [-0.1, 0.0, -0.1], [0.3, 0.0, 0.1], [-0.1, -0.1, -0.1], [-0.1, 0.1, 0.1], [0.1, -0.2, 0.0], [0.1, 0.0, 0.0], [0.0, 0.0, 0.0], [0.0, 0.0, 0.0], [0.0, 0.0, 0.0], [0.2, -0.1, 0.4], [0.2, 0.2, 0.1], [-0.2, 0.3, 0.3], [-0.4, 0.6, 0.4], [0.1, 0.0, -0.1], [0.0, 0.0, 0.0], [0.0, -0.1, -0.3], [-0.1, 0.0, 0.0], [0.1, -0.1, 0.2], [-0.3, 0.1, -0.2], [0.2, 0.0, 0.1], [0.0, 0.0, 0.0]],
  "lowdin_spin": [0.000, 0.000, 0.009, 0.001, 0.000, 0.015, 0.875, 0.000, 0.002, 0.024, 0.000, 0.000, 0.000, 0.011, 0.000, 0.001, 0.000, 0.009, 0.018, 0.006, 0.007, 0.000, 0.003, 0.001, 0.000, 0.000, 0.000, 0.002, 0.008, 0.007, -0.006, 0.000, 0.003, 0.001, -0.007, 0.003, 0.002, 0.004, 0.000]
}



{
  "formula": "C3H4N2O",
  "method": "the ωB97M-V functional and the def2-TZVPD basis",
  "total_energy_ha": -301.40503,
  "homo_ev": -8.6,
  "gap_ev": 8.8,
  "total_charge": 0,
  "lumo_ev": 0.18,
  "multiplicity": 1,
  "symbols": ["O", "N", "H", "N", "H", "C", "C", "H", "H", "C"],
  "positions_angstrom": [[-1.962937, -1.111945, -0.895892], [-0.975155, -0.456777, 1.112787], [-0.356317, 0.596775, -1.608018], [0.159083, 0.243314, 1.275011], [1.841436, 1.063786, 0.355900], [0.885496, 0.567987, 0.240951], [0.203062, -0.043567, -0.923449], [0.385520, 0.495181, 2.232846], [0.850430, -0.676766, -1.538167], [-1.030619, -0.677988, -0.251968]],
  "forces_ev_per_angstrom": [[0.2, -0.3, 0.4], [0.0, -0.1, -0.3], [0.7, 0.6, -0.1], [0.3, 0.2, -0.1], [-0.2, 0.0, -0.1], [-0.2, -0.1, 0.1], [-0.1, 0.0, 0.0], [0.0, -0.1, -0.2], [-0.2, -0.1, 0.2], [-0.3, -0.1, -0.1]],
  "nbo_charge": [-0.594, -0.419, 0.285, -0.216, 0.220, 0.034, -0.607, 0.421, 0.266, 0.610]
}



{
  "formula": "C6H12O",
  "method": "the ωB97M-V functional and the def2-TZVPD basis",
  "total_energy_ha": -310.74029,
  "homo_ev": -7.7,
  "gap_ev": 5.7,
  "total_charge": 0,
  "lumo_ev": -1.98,
  "multiplicity": 1,
  "symbols": ["H", "H", "H", "O", "H", "C", "C", "H", "H", "H", "C", "H", "C", "H", "H", "H", "C", "H", "C"],
  "positions_angstrom": [[-0.617898, 0.995296, 1.020622], [-0.770616, -1.205384, -0.977095], [3.880261, 0.330164, 1.156414], [-1.994977, -1.206232, 0.664713], [3.104075, 1.702733, 0.381735], [-0.139357, 0.387075, 0.235999], [-0.714193, -0.972612, 0.063947], [-0.059752, -1.679075, 0.555734], [-2.575791, -0.061986, -0.160342], [2.956166, -0.457704, -1.081384], [2.908381, 0.734413, 0.895274], [2.266328, 0.913684, 1.697202], [-2.899621, 0.740368, -1.012216], [-2.316645, 0.371767, -1.779039], [-3.956733, 0.516441, -1.143611], [-2.727953, 1.818424, -1.009406], [2.277458, -0.193676, -0.275051], [2.080171, -1.077310, 0.379572], [1.017031, 0.551566, -0.634303]],
  "forces_ev_per_angstrom": [[0.4, 0.2, -0.8], [0.4, -0.5, -1.0], [-0.1, -0.2, 0.2], [3.2, 0.5, -1.1], [0.0, -0.4, 0.7], [3.6, 0.3, -2.2], [-4.6, -1.1, 1.7], [1.0, -0.2, 0.4], [-0.7, 1.8, -0.3], [0.0, 0.5, 0.1], [1.3, 0.9, -3.8], [-1.0, -0.1, 1.3], [-0.5, -0.3, 2.0], [0.9, -0.8, -2.3], [0.0, 0.1, -0.2], [0.0, -0.1, 0.6], [-1.1, 0.2, 1.9], [-0.4, 0.0, -1.0], [-2.3, -0.8, 3.7]],
  "nbo_charge": [0.290, 0.209, 0.235, -0.737, 0.216, -0.110, -0.190, 0.250, 0.307, 0.239, -0.569, 0.219, -0.937, 0.187, 0.218, 0.199, -0.535, 0.231, 0.278]
}



{
  "formula": "C22H26BrN4Ru",
  "method": "the ωB97M-V functional and the def2-TZVPD basis",
  "total_energy_ha": -3741.22529,
  "homo_ev": [-14.2, -15.1],
  "gap_ev": [8.0, 6.2],
  "total_charge": 2,
  "lumo_ev": [-6.17, -8.95],
  "multiplicity": 6,
  "symbols": ["C", "H", "H", "H", "Ru", "C", "H", "H", "H", "H", "C", "N", "C", "C", "C", "N", "C", "C", "H", "H", "C", "C", "N", "C", "C", "C", "H", "C", "H", "C", "C", "H", "H", "C", "H", "H", "N", "H", "C", "H", "H", "H", "Br", "H", "H", "C", "C", "H", "H", "H", "C", "C", "H", "H"],
  "positions_angstrom": [[2.183998, -0.683014, 1.279088], [-0.048228, -2.497818, 2.431134], [-0.642670, -0.047190, -3.953165], [-1.855619, 0.677949, 2.624166], [-0.446432, -0.570058, 0.065551], [3.057724, -2.415069, -1.168450], [1.348898, 0.389290, 4.406260], [4.185545, -3.636936, -2.507204], [0.999213, -1.420979, -4.307096], [3.785669, 0.435373, 4.607211], [-3.488387, 4.147729, -0.073125], [0.142704, -0.199649, -1.979135], [1.988037, -1.518817, -1.047722], [-4.665870, 1.898642, -0.073805], [-0.962449, -0.354618, -2.956790], [1.518453, -0.996063, 0.135800], [-0.791909, 0.766134, 2.829068], [1.559897, -1.680540, -3.420465], [-5.619189, 2.411993, -0.111396], [-5.535436, -0.088578, -0.066380], [3.338317, 0.125672, 3.672847], [-3.480273, 2.644814, -0.048759], [-2.250685, 0.592509, 0.020877], [-3.385395, -0.049267, -0.001574], [-0.555924, -1.643327, 2.870526], [1.949346, 0.102836, 3.554423], [-1.292954, -1.389458, -2.973422], [-2.287937, 1.948938, 0.000085], [-0.409103, 1.698988, 2.419334], [1.230214, -1.167246, -2.189701], [0.695776, 1.181568, -2.087363], [-4.505672, 4.531281, -0.084290], [2.886617, -2.973119, -4.497669], [-4.637823, 0.512162, -0.049395], [-0.109344, 1.898970, -1.937546], [1.122811, 1.332166, -3.080581], [-0.091790, -0.383409, 2.202919], [-2.984309, 4.557013, 0.802523], [3.587705, -0.629273, 1.406971], [1.475266, 1.331492, -1.341974], [-1.629254, -1.747559, 2.729871], [-1.336510, 2.467136, 0.032827], [-1.545498, -2.705858, -0.278791], [5.225692, -0.178369, 2.693496], [4.213661, -0.849904, 0.554886], [2.636637, -2.561329, -3.529633], [4.150212, -0.231806, 2.597442], [-0.325503, -1.588898, 3.935726], [-1.787159, 0.284562, -2.649829], [3.581859, -2.755848, -0.286796], [3.375389, -2.927825, -2.410407], [1.368183, -0.290202, 2.371804], [-2.977503, 4.527034, -0.958452], [-0.656301, 0.767077, 3.909880]],
  "forces_ev_per_angstrom": [[0.0, 0.0, 0.1], [0.0, 0.0, 0.0], [0.0, 0.0, 0.0], [0.0, 0.0, 0.0], [-0.1, 0.2, 0.1], [0.0, 0.0, 0.0], [0.0, 0.0, 0.0], [0.0, 0.0, 0.0], [0.0, 0.0, 0.0], [0.0, 0.0, 0.0], [0.0, 0.0, 0.0], [0.1, 0.0, 0.0], [0.0, 0.0, 0.0], [0.0, 0.0, 0.0], [-0.1, 0.0, -0.1], [0.0, 0.0, 0.0], [0.0, 0.1, 0.0], [0.0, 0.0, -0.1], [0.0, 0.0, 0.0], [0.0, 0.0, 0.0], [0.0, 0.0, 0.0], [0.0, 0.0, 0.0], [0.1, -0.1, 0.0], [0.0, 0.0, 0.0], [0.0, 0.0, 0.0], [0.0, 0.0, 0.1], [0.0, 0.0, 0.0], [-0.1, 0.0, 0.0], [0.0, 0.0, 0.0], [0.0, 0.0, 0.1], [0.0, 0.0, 0.0], [0.0, 0.0, 0.0], [0.0, 0.0, 0.0], [0.0, 0.0, 0.0], [0.0, 0.0, 0.0], [0.0, 0.0, 0.0], [0.0, 0.0, -0.1], [0.0, 0.0, 0.0], [0.0, 0.0, 0.0], [0.0, 0.0, 0.0], [0.0, 0.0, 0.0], [0.0, 0.0, 0.0], [0.0, -0.1, 0.0], [0.0, 0.0, 0.0], [0.0, 0.0, 0.0], [0.0, 0.0, 0.0], [0.0, 0.0, 0.0], [0.0, 0.0, 0.0], [0.0, 0.0, 0.0], [0.0, 0.0, 0.0], [0.0, 0.0, 0.0], [0.0, 0.0, -0.1], [0.0, 0.0, 0.0], [0.0, 0.0, 0.0]],
  "lowdin_spin": [0.042, 0.001, 0.001, 0.000, 2.286, 0.076, -0.002, -0.002, -0.002, 0.006, -0.001, 0.048, 0.039, 0.029, 0.007, 0.361, 0.010, -0.006, 0.006, 0.008, 0.139, -0.014, 0.131, 0.692, 0.016, -0.006, 0.001, 0.033, 0.002, 0.076, 0.022, 0.000, 0.005, 0.093, 0.002, 0.003, 0.043, -0.001, 0.095, 0.004, 0.001, 0.006, 0.539, -0.002, 0.004, 0.109, -0.004, 0.002, 0.001, 0.003, -0.003, 0.101, -0.001, 0.001]
}